[1]
41
Properties=species:S:1:pos:R:3:forces:R:3 method="wB97M-V/def2-TZVPD" s2=2.00 orbital_gap_ev="11.9 / 10.7" relative_energy_ev=0.2142 homo_ha="-0.6397 / -0.6381" total_charge=+2 spin_multiplicity=3
H -10.402902 13.831360 -9.684308 0.04 0.19 0.13
H -12.741955 11.199474 -6.283821 0.62 0.09 0.55
H -12.088566 11.717546 -3.847653 -0.26 0.13 -0.30
C -10.162701 15.458473 -7.807530 -0.41 1.28 -0.38
O -10.826471 15.708398 -5.535943 0.61 0.61 0.75
H -12.174920 12.467247 -2.306469 -0.19 0.19 0.09
H -9.537671 15.725477 -3.883234 -0.21 -0.34 0.12
Ni -11.857173 13.908804 -5.817069 -0.04 0.51 -0.15
C -14.849130 15.271575 -5.786544 -1.20 0.04 0.73
H -14.750422 12.060567 -6.911215 0.02 -0.14 -0.11
H -9.442123 16.933760 -6.500246 -0.01 0.04 0.29
H -13.560253 15.776915 -7.039521 0.91 -0.13 -0.20
O -10.165589 12.950393 -5.175893 0.30 -0.27 -0.24
O -10.923818 14.274839 -7.707195 -0.25 -0.89 0.34
O -12.672001 13.711890 -3.901012 0.01 -0.30 -0.01
H -15.389667 14.337973 -5.631521 0.47 -0.27 -0.16
C -13.825238 12.194285 -7.467819 -0.02 0.40 -0.93
H -8.643599 12.873320 -6.659468 -0.08 0.23 0.21
O -12.680728 12.113284 -6.584553 -0.44 0.15 -0.16
H -8.704590 11.524678 -5.504970 -0.04 -0.05 -0.11
H -13.831943 13.154762 -7.979480 0.03 0.13 0.43
H -9.932021 11.682826 -6.787732 -0.02 -0.03 0.14
H -10.759110 16.277443 -8.223709 -0.37 -0.19 -0.10
H -14.846859 15.799646 -4.831999 0.43 0.00 0.00
H -13.184876 14.275007 -3.311678 0.04 0.47 -0.35
H -9.686681 13.031755 -4.345279 -0.27 0.27 0.17
H -13.687247 11.479274 -8.279206 -0.28 -0.33 0.28
H -9.347521 15.336793 -8.522191 0.30 -0.18 0.36
H -8.835039 15.305522 -6.166857 -0.17 -0.08 0.68
H -12.155363 13.944134 -9.374828 0.12 0.51 0.01
C -10.421403 16.251254 -4.248333 0.14 0.17 0.19
H -11.245032 16.228653 -3.539481 -0.03 -0.30 -0.17
C -12.686057 12.419777 -3.269369 0.52 -0.70 0.59
C -9.725146 15.883496 -6.426213 0.44 -0.35 -1.28
H -10.095562 17.288566 -4.334912 -0.27 0.06 -0.39
H -15.480195 15.866952 -6.446550 0.22 -0.02 -0.17
H -11.283717 12.562260 -8.858741 0.30 0.05 0.50
C -9.303823 12.225224 -6.083906 0.15 -0.47 -0.29
O -13.532119 15.108435 -6.347450 -0.58 0.13 -0.13
H -13.701362 12.055480 -3.122800 0.02 0.02 -0.16
C -11.192146 13.644211 -8.957854 -0.53 -0.64 -0.75

***

[2]
45
Properties=species:S:1:pos:R:3:forces:R:3 method="wB97M-V/def2-TZVPD" s2=0.76 orbital_gap_ev="8.8 / 3.0" homo_ha="-0.3355 / -0.3354" spin_multiplicity=2
H -0.603497 -0.840173 -1.348936 0.49 -0.13 0.88
N -3.066277 -0.320803 0.148254 0.10 3.45 -4.73
O -0.285197 -0.108703 -0.784876 -0.79 -0.32 -1.93
C -0.638237 2.544577 1.459964 0.22 0.73 0.68
H -2.041617 4.092787 1.517224 -0.14 0.39 0.44
O 0.881223 -0.335703 1.482504 -1.21 -0.63 1.60
H -2.132807 -2.083153 2.368514 0.55 -0.18 -0.41
O -1.221517 1.576627 -4.902316 0.24 0.72 -1.93
O 1.895473 -1.661823 -1.519756 1.71 0.83 -0.77
H -3.744227 0.406777 -0.028156 0.13 -0.33 0.05
H 0.302513 2.311017 1.958504 0.33 -0.30 -0.39
H -0.838497 4.099047 2.898584 -0.47 0.07 0.05
H 2.722583 -0.889573 0.831374 0.30 -0.14 0.10
C -3.277807 -1.198313 1.055324 -3.76 0.11 4.20
H 3.288233 -4.136113 -0.983736 0.07 0.33 -0.40
H 0.463783 -2.811223 -1.028626 -0.48 -1.37 0.10
H 1.416463 -3.405933 -2.445996 -0.18 -0.27 -0.01
N -2.146407 -1.742133 1.417924 2.03 -2.62 1.17
N -1.767067 0.537907 -3.038206 -3.94 -2.46 -0.42
H -0.319437 1.543557 -0.149646 -0.17 -0.30 -0.09
H -0.429517 4.740407 1.326934 0.28 -0.29 -0.19
C 2.860013 0.228427 2.695084 0.23 -0.14 -0.08
H -1.379887 1.865547 1.880664 -0.14 -0.15 0.03
H -1.379837 0.232267 -2.156886 -0.13 -0.31 1.02
C -1.005467 3.963677 1.829984 -0.34 -0.08 -0.19
C 1.457513 -2.984443 -1.441636 -0.01 0.28 0.99
H 3.855853 0.655987 2.578514 0.17 -0.21 -0.14
H -2.089117 -0.168593 -0.056886 -0.22 0.84 -0.39
O -4.352567 -1.286893 1.681134 0.73 -0.70 -0.74
H -1.338267 -1.471013 0.876154 0.40 -0.43 0.96
H 0.092933 1.210117 -2.099126 0.56 -0.56 0.94
H 1.851023 -4.817163 -0.385426 -0.21 0.03 0.34
N -0.033117 1.735447 -2.952496 1.85 2.44 -1.44
H 2.337753 0.928537 3.347144 -0.48 0.11 -0.41
H 2.315143 0.784217 0.650434 0.36 0.42 -0.01
H 0.714623 2.269477 -3.371756 0.03 0.09 0.30
C 2.220423 -0.061473 1.331564 0.81 0.65 0.15
H 0.381663 -0.152233 0.683514 0.12 -0.26 -0.52
H 1.182263 -1.070743 -1.267666 -0.06 0.30 0.33
C -1.042627 1.346237 -3.697616 1.63 0.56 1.15
H -2.407787 -0.009353 -3.595066 -0.40 -0.18 0.59
C 2.340393 -3.853363 -0.525756 -0.03 -0.32 -0.56
H 2.622623 -3.410953 0.429614 -0.53 0.18 0.00
H 2.940033 -0.690563 3.275734 0.09 -0.10 -0.06
O -0.601747 2.437777 0.055924 0.25 0.24 -0.24

***

[3]
68
Properties=species:S:1:pos:R:3:forces:R:3 method="wB97M-V/def2-TZVPD" orbital_gap_ev=9.5 relative_energy_ev=0.0000 homo_ha=-0.1991 total_charge=-2
O 24.600846 0.328633 -29.038412 -0.07 0.09 0.09
O 18.472881 -6.213421 -28.537407 0.06 -0.02 -0.07
C 20.214805 1.576565 -25.092004 0.05 -0.07 -0.44
H 19.878552 1.070889 -30.158021 -0.02 -0.03 0.03
H 23.356484 1.983538 -25.778377 -0.05 -0.02 -0.07
O 19.281478 0.665439 -25.267236 0.04 -0.12 0.17
H 25.370576 2.924994 -27.055901 -0.06 0.40 0.09
O 21.003983 1.636983 -24.191716 0.06 0.26 0.11
H 24.513513 -3.628060 -28.597431 -0.01 0.01 -0.02
O 17.333779 0.155528 -31.456077 -0.16 -0.09 -0.17
O 25.533467 -0.453911 -25.673386 0.11 -0.09 -0.06
H 18.549197 1.667394 -30.581950 0.05 -0.20 0.06
O 21.593093 -0.980674 -27.974630 0.16 -0.26 0.37
O 25.847707 3.571444 -27.605189 0.22 -0.30 0.01
O 20.112444 -4.503488 -30.184100 -0.15 0.11 -0.15
H 25.325844 2.930854 -30.370264 -0.07 -0.03 -0.03
H 25.720003 -1.193962 -31.610303 -0.03 0.02 0.02
C 16.619432 -0.059939 -27.171367 0.00 0.26 0.14
O 25.251271 -3.471660 -29.195410 -0.04 -0.06 0.02
H 17.691817 -6.399781 -29.063989 -0.03 0.07 0.01
H 27.226327 2.313792 -28.297855 0.12 0.19 0.10
C 20.143056 2.542301 -26.310803 0.07 -0.02 0.29
H 20.919223 -2.229962 -26.617339 -0.28 0.03 0.19
O 17.656136 -1.857930 -28.489923 0.01 0.00 -0.20
H 17.697153 -0.745653 -31.429394 0.13 0.22 0.04
O 19.377477 1.892650 -30.138578 -0.03 0.20 -0.18
O 28.053332 1.818528 -28.179843 -0.08 -0.16 -0.02
B 18.627598 0.856563 -26.567090 0.16 -0.05 -0.40
H 21.320345 -1.436170 -24.361385 -0.03 -0.12 0.16
C 22.663944 -0.269406 -27.652764 -0.75 0.36 -0.59
H 27.819049 0.912627 -28.400897 0.00 0.02 -0.09
O 25.268485 -1.912119 -32.066816 -0.09 -0.12 0.09
H 25.123526 0.387368 -25.909388 -0.06 0.03 0.11
O 21.143988 0.596627 -32.640988 0.05 -0.17 -0.19
O 19.217440 2.089578 -27.130083 -0.09 0.08 0.35
C 17.771846 -0.866951 -27.821342 -0.06 -0.01 0.11
O 23.317859 3.752367 -29.433189 0.04 0.14 0.03
O 17.167653 0.900991 -26.434380 -0.05 -0.08 -0.20
H 24.333002 -1.728022 -31.921251 0.02 0.15 -0.01
O 19.143548 -2.020192 -31.510045 -0.03 -0.13 -0.06
O 21.736259 -1.148044 -23.534004 0.19 -0.05 -0.04
C 20.014987 -2.101021 -30.692788 -0.14 -0.03 -0.05
O 24.104815 2.561756 -25.579732 0.04 -0.10 0.09
O 18.890610 -0.271872 -27.495305 0.08 0.01 0.17
O 20.506385 -2.551975 -25.800114 0.12 -0.01 -0.16
H 20.752221 -0.125596 -32.134818 0.03 0.18 0.00
H 25.309497 1.425934 -30.589219 -0.02 0.16 0.06
H 16.383793 0.046531 -31.358074 0.01 0.01 0.13
B 21.738018 -1.601131 -29.278442 0.42 0.12 -0.13
O 21.528024 -3.054876 -29.220398 -0.01 0.21 -0.19
H 21.988889 -0.231846 -23.700410 -0.21 -0.05 0.05
H 26.331139 -0.497157 -26.208744 -0.01 0.06 -0.02
H 23.136939 2.811919 -29.336455 0.01 0.00 0.01
O 25.522108 2.257087 -31.033412 0.14 -0.07 -0.04
O 15.445644 -0.246784 -27.308645 -0.12 -0.13 -0.06
H 20.503782 -3.510645 -25.870714 0.01 0.00 0.00
H 18.968331 -5.566183 -29.065420 -0.03 -0.16 0.11
C 20.520046 -3.391823 -30.018275 0.30 -0.13 0.34
O 20.756032 -1.100304 -30.255108 -0.21 -0.13 0.04
H 24.845287 -3.124233 -29.999506 0.15 0.05 -0.03
H 23.799332 3.093645 -24.839196 0.01 0.03 -0.04
O 20.825011 3.520253 -26.442427 0.02 0.05 -0.15
H 22.446385 4.157126 -29.488149 -0.06 -0.06 0.05
H 20.392846 1.032355 -33.053765 -0.03 0.05 0.11
H 25.207971 4.275569 -27.735890 -0.21 -0.10 -0.18
O 23.108783 -1.205304 -29.721053 -0.31 -0.03 -0.09
C 23.597103 -0.308505 -28.882123 0.50 -0.51 0.09
O 22.781857 0.363448 -26.653023 0.25 0.13 0.27

***

[4]
44
Properties=species:S:1:pos:R:3:forces:R:3 method="wB97M-V/def2-TZVPD" orbital_gap_ev=6.3 homo_ha=-0.1413 total_charge=-1
H 0.820404 -3.522761 3.456379 0.00 0.00 0.00
H -3.709282 0.527548 -1.423509 0.00 0.07 -0.02
H -1.047564 -1.979040 2.745152 0.00 0.02 -0.02
C 0.856967 0.993228 0.341911 -0.38 -0.29 0.49
H -2.699025 3.053607 -0.215101 -0.16 -0.01 0.03
H -3.508353 1.479422 -4.064499 0.04 0.04 0.03
S -2.356351 1.725062 3.001204 0.01 -0.10 0.05
H -0.017009 0.389457 0.603414 -0.03 0.05 -0.12
H 3.201280 2.066035 0.990255 -0.04 0.07 0.02
H 2.659446 1.263124 2.471503 -0.07 -0.03 -0.06
H 1.675244 -4.246244 -3.483865 0.00 0.01 -0.01
O -3.841246 1.541701 -3.164082 -0.04 -0.06 -0.07
H 1.860023 -1.745369 -3.466603 0.02 -0.03 0.00
O 1.283564 4.406749 0.632875 -0.22 0.25 0.40
H 0.139753 -3.102860 1.036365 -0.12 0.00 0.26
H 0.730913 -2.089928 4.485881 0.00 0.00 0.00
N 1.079970 2.061828 1.322329 0.41 0.53 -0.26
H 1.805496 4.837021 1.313719 0.12 -0.07 -0.01
H 2.770045 -2.462185 -2.138601 -0.01 0.02 0.01
H -1.207053 1.092673 2.715784 -0.02 0.08 0.04
H 0.118960 -0.687853 2.503635 0.00 -0.03 0.06
O 1.004658 -1.470057 -1.678879 -0.03 -0.05 -0.06
H 0.715064 1.336138 -0.686275 0.12 0.10 0.05
C 1.757465 -2.300422 -2.532188 0.03 -0.06 0.01
H 0.882979 -1.890095 -0.816298 0.01 0.21 0.10
C -0.004851 -1.769870 2.492080 -0.05 0.08 -0.04
C 1.087801 -3.640083 -2.790791 -0.03 0.01 0.01
O 0.258755 -2.153294 1.140653 0.16 -0.23 -0.32
H -2.397363 5.069692 1.880353 -0.09 0.03 0.11
C 2.449918 2.101883 1.795240 0.23 -0.01 -0.10
H -1.450081 0.255356 -3.470370 0.03 -0.01 0.00
H 0.092622 -3.489609 -3.210772 0.00 -0.01 0.00
H -3.779477 -0.501254 -2.862332 0.04 -0.05 0.07
In -1.857365 3.520657 1.263185 0.30 -0.04 -0.51
H 1.725937 0.332717 0.353523 -0.08 -0.06 -0.07
H 1.973340 -2.196203 3.226825 0.00 0.00 0.01
C 0.937736 -2.435542 3.471879 0.03 0.00 -0.01
H 2.628055 3.013863 2.369786 -0.01 -0.04 0.01
C -3.342692 0.415647 -2.443418 -0.06 0.00 0.00
H 0.983486 -4.204611 -1.860385 0.00 0.00 0.00
H -1.412869 1.238548 -1.991392 -0.03 0.02 0.00
B 0.434456 3.345956 1.019425 -0.04 -0.46 -0.08
H -1.472732 -0.521718 -1.886680 0.01 -0.03 0.00
C -1.831024 0.341083 -2.447316 -0.03 0.09 -0.02

***

Computed electronic energy (eV) in order:
-62029.4515 -26975.4435 -71545.7398 -35116.1248